C5H11N | ωB97M-V/def2-TZVPD

The calculation puts the total energy at -6852.23800 eV. The calculation puts the max |F| at 2.728 eV/Å. The value obtained for the energy above the lowest of the compared OMol25 structures with the same formula, charge and spin is 29.76 kcal per mole. For the HOMO energy, the calculation gives -0.3324 hartree.

XYZ file:
```
17
C5H11N (ωB97M-V/def2-TZVPD)
N 0.631 1.411 0.391
C -2.059 0.323 -0.387
C 0.526 -0.014 0.070
C -0.170 -0.897 1.024
C -0.825 -0.575 -0.319
C 1.776 -0.429 -0.662
H -1.992 1.027 -1.275
H 0.206 -1.878 1.199
H 1.343 1.496 1.067
H -3.017 -0.360 -0.624
H 0.846 1.932 -0.465
H 2.077 0.338 -1.387
H -2.122 0.925 0.603
H 1.588 -1.424 -1.155
H -0.759 -1.339 -1.087
H 2.558 -0.575 0.165
H -0.632 -0.457 1.867
```

Results of the natural (NBO) charge analysis, in e, for atoms 1 through 8: number 1, N, carries -0.8304; number 2, C, carries -0.6151; number 3, C, carries 0.0848; number 4, C, carries -0.4262; number 5, C, carries -0.2274; number 6, C, carries -0.6041; number 7, H, carries 0.2090; number 8, H, carries 0.2127